74
Properties=species:S:1:pos:R:3 method="wB97M-V/def2-TZVPD" homo_lumo_gap_ev="3.6901 / 4.3463" charge=+4 e_tot_ev=-70428.516
Pb 0.33 -0.25 0.63
P -0.07 -2.86 0.81
P 1.31 -0.05 3.11
P 2.97 -0.50 -0.24
H -1.97 5.07 -7.15
C -1.28 4.35 -7.58
C -1.70 3.20 -8.12
H -2.76 2.94 -8.15
C -1.86 -3.08 0.98
C 0.67 -3.69 2.24
C 0.37 -3.81 -0.66
C 1.70 1.71 3.34
C 0.06 -0.43 4.35
C 2.74 -1.06 3.56
C 3.13 -0.47 -2.06
C 4.04 -1.89 0.27
C 3.82 1.00 0.35
H -0.22 4.63 -7.61
H -1.01 2.50 -8.61
H -2.40 -2.35 0.35
H -2.15 -2.91 2.04
H -2.09 -4.11 0.68
H 0.42 -3.18 3.19
H 1.76 -3.74 2.10
H 0.21 -4.69 2.20
H -0.27 -3.50 -1.50
H 0.17 -4.85 -0.34
H 1.44 -3.65 -0.90
H 2.01 1.75 4.40
H 0.77 2.29 3.16
H 2.50 2.00 2.64
H 0.59 -0.42 5.32
H -0.33 -1.45 4.15
H -0.76 0.32 4.30
H 2.79 -0.88 4.65
H 3.63 -0.70 3.02
H 2.53 -2.13 3.35
H 4.21 -0.53 -2.24
H 2.68 0.45 -2.47
H 2.59 -1.34 -2.48
H 5.06 -1.50 0.07
H 3.79 -2.76 -0.38
H 3.88 -2.13 1.34
H 4.72 1.08 -0.27
H 4.06 0.90 1.42
H 3.18 1.89 0.20
C -0.09 1.09 -2.62
C 0.57 2.25 -2.16
C 0.38 3.45 -2.85
C -0.43 3.48 -3.99
C -1.06 2.32 -4.45
C -0.90 1.12 -3.78
S -0.04 -0.53 -2.07
H 0.90 1.54 0.56
H 1.21 2.24 -1.27
H 0.86 4.36 -2.50
H -0.58 4.40 -4.54
H -1.69 2.31 -5.34
H -1.35 0.18 -4.09
C -4.92 1.45 0.77
C -3.80 0.74 1.36
C -3.86 0.00 2.52
C -2.66 -0.61 2.71
N -1.78 -0.20 1.75
N -2.52 0.63 0.91
C -2.65 -1.60 3.83
H -5.74 1.24 1.48
H -4.77 2.54 0.74
H -5.21 1.06 -0.22
H -4.74 -0.18 3.17
H -2.15 1.02 0.08
H -3.65 -2.09 3.78
H -1.87 -2.38 3.94
H -2.67 -1.02 4.77

23
Properties=species:S:1:pos:R:3 method="wB97M-V/def2-TZVPD" homo_lumo_gap_ev="8.2728 / 8.2723" e_tot_ev=-40844.735
C -3.58 2.25 -1.06
C -2.75 1.25 -1.47
C 1.19 0.13 1.50
C 0.50 -2.55 0.28
C 1.04 0.55 0.09
C 0.61 -1.59 -0.81
N 0.30 -0.24 -0.76
Si -2.10 -0.06 -0.33
Cl -2.36 0.50 1.68
Cl -3.01 -1.92 -0.79
H -3.82 3.00 -1.74
H -3.91 2.31 -0.02
H -2.56 1.37 -2.48
H 0.33 -0.53 1.78
H 2.11 -0.52 1.70
H 1.31 1.00 1.99
H 0.75 -3.58 -0.19
H 1.22 -2.51 1.22
H -0.56 -2.61 0.59
H 0.64 1.54 0.06
H 2.05 0.80 -0.37
H 1.63 -1.62 -1.20
H 0.05 -1.91 -1.68

16
Properties=species:S:1:pos:R:3 method="wB97M-V/def2-TZVPD" relative_energy_kcal_mol=106.6 homo_lumo_gap_ev=9.2518 e_tot_ev=-20031.616
C -1.21 -1.64 1.97
C 0.15 -0.60 -0.16
C 0.16 1.74 -0.38
H -2.05 -1.24 2.73
H -0.14 -1.47 2.47
H -1.50 -2.64 1.43
H 1.76 -1.39 -0.02
H 2.13 1.46 -2.04
H 1.20 -0.33 -2.47
H -0.99 1.69 0.04
H 1.71 2.69 -0.78
N 0.83 -1.67 0.20
N 0.59 0.46 -0.95
N 1.76 0.26 -1.67
N 0.80 2.83 -0.37
S -1.54 -0.56 0.60

58
Properties=species:S:1:pos:R:3 method="wB97M-V/def2-TZVPD" smiles="Cc1ccc(OCc2ccc(C(=O)Nc3nc4ccccc4n3Cc3ccccc3)o2)c([N+](=O)[O-])c1" homo_lumo_gap_ev=8.2180 e_tot_ev=-44551.680
C -3.14 -2.13 -0.96
C -3.09 -0.72 -1.44
C -3.16 0.33 -0.53
C -3.08 1.64 -0.93
C -2.88 1.97 -2.27
O -2.80 3.24 -2.75
C -2.16 4.22 -1.95
C -0.75 3.81 -1.64
C 0.45 4.21 -2.15
C 1.43 3.38 -1.55
C 0.75 2.53 -0.72
C 1.23 1.42 0.11
O 2.42 1.18 0.26
N 0.21 0.72 0.70
C 0.21 -0.47 1.41
N -0.83 -1.27 1.28
C -0.59 -2.32 2.13
C -1.34 -3.45 2.41
C -0.84 -4.34 3.33
C 0.38 -4.12 3.97
C 1.14 -3.00 3.71
C 0.65 -2.10 2.79
N 1.13 -0.90 2.31
C 2.35 -0.30 2.79
C 3.53 -1.21 2.58
C 3.73 -1.81 1.35
C 4.81 -2.66 1.15
C 5.71 -2.90 2.18
C 5.52 -2.29 3.41
C 4.43 -1.45 3.61
O -0.58 2.80 -0.77
C -2.81 0.91 -3.19
N -2.56 1.15 -4.59
O -3.03 0.35 -5.38
O -1.88 2.10 -4.90
C -2.93 -0.41 -2.78
H -4.10 -2.34 -0.48
H -3.00 -2.84 -1.77
H -2.35 -2.28 -0.21
H -3.29 0.10 0.52
H -3.16 2.43 -0.20
H -2.16 5.12 -2.56
H -2.72 4.41 -1.02
H 0.62 4.98 -2.87
H 2.48 3.40 -1.71
H -0.72 0.91 0.34
H -2.29 -3.62 1.91
H -1.40 -5.23 3.57
H 0.73 -4.85 4.69
H 2.09 -2.84 4.21
H 2.53 0.63 2.25
H 2.23 -0.07 3.86
H 3.05 -1.61 0.54
H 4.96 -3.12 0.19
H 6.55 -3.55 2.03
H 6.21 -2.47 4.22
H 4.29 -0.98 4.58
H -2.88 -1.18 -3.53

46
Properties=species:S:1:pos:R:3 method="wB97M-V/def2-TZVPD" smiles="[H]/N=C(/C)CNS(=O)(=O)F.CCOCC.CCOCC" homo_lumo_gap_ev=9.7828 e_tot_ev=-36566.172
H 2.18 1.95 -0.22
N 2.17 0.96 0.05
C 1.22 0.72 0.86
C 1.02 -0.68 1.36
C 0.31 1.83 1.36
N -0.94 1.99 0.56
S -1.96 0.70 0.63
O -2.09 0.19 1.95
O -1.73 -0.17 -0.46
F -3.26 1.51 0.32
H 1.91 -1.26 1.15
H 0.80 -0.68 2.43
H 0.16 -1.14 0.87
H 0.84 2.77 1.23
H 0.07 1.70 2.42
H -1.46 2.79 0.90
C -2.19 -6.15 2.82
C -1.76 -4.96 3.65
O -1.56 -3.77 2.91
C -2.69 -3.27 2.21
C -3.87 -2.92 3.11
H -1.47 -6.34 2.02
H -2.25 -7.04 3.45
H -3.17 -6.00 2.36
H -0.79 -5.16 4.11
H -2.46 -4.79 4.47
H -3.00 -3.97 1.43
H -2.34 -2.37 1.71
H -4.27 -3.80 3.63
H -4.67 -2.49 2.51
H -3.57 -2.19 3.86
C 0.97 3.96 -4.41
C 2.23 4.68 -3.95
O 2.89 4.04 -2.87
C 3.35 2.72 -3.12
C 4.36 2.62 -4.25
H 0.27 3.84 -3.58
H 0.48 4.55 -5.19
H 1.19 2.98 -4.82
H 1.97 5.67 -3.56
H 2.91 4.84 -4.79
H 2.51 2.05 -3.29
H 3.82 2.41 -2.19
H 3.94 2.90 -5.21
H 4.71 1.59 -4.33
H 5.22 3.26 -4.06

19
Properties=species:S:1:pos:R:3 method="wB97M-V/def2-TZVPD" relative_energy_kcal_mol=72.8 homo_lumo_gap_ev=9.8992 e_tot_ev=-23913.894
C -0.85 -0.19 1.59
C -0.55 0.22 0.39
Cl -1.40 1.34 -0.63
C 0.66 -0.33 -0.22
C 0.69 -1.76 -0.85
C 1.73 0.44 -0.45
C 2.25 1.81 -0.12
H -1.72 0.22 2.10
H -0.08 -1.00 1.97
H 1.57 -2.27 -0.72
H 0.34 -1.52 -1.82
H -0.02 -2.34 -0.31
H 2.60 0.06 -0.94
H 1.70 2.20 0.72
H 1.97 2.38 -0.90
H 3.30 1.88 0.09
N -4.37 0.22 0.95
N -4.07 -0.36 0.04
O -3.76 -1.00 -0.88

7
Properties=species:S:1:pos:R:3 method="wB97M-V/def2-TZVPD" smiles=[O-][N+]#CBr.C#N relative_energy_kcal_mol=79.0 homo_lumo_gap_ev=9.7582 e_tot_ev=-77155.551
O 0.42 0.84 4.32
N 1.25 0.53 3.58
C 1.93 0.30 2.61
Br 3.20 0.18 1.38
C -0.70 0.38 1.12
N 0.11 -0.33 0.88
H -1.51 1.03 1.46

12
Properties=species:S:1:pos:R:3 method="wB97M-V/def2-TZVPD" smiles=Nc1ccc[nH]1 relative_energy_kcal_mol=16.1 homo_lumo_gap_ev=8.7849 e_tot_ev=-7224.891
N 2.05 -0.23 0.25
C 0.66 0.02 0.12
C -0.15 1.13 0.01
C -1.47 0.68 -0.24
C -1.46 -0.69 -0.19
N -0.16 -1.08 0.02
H 2.46 -0.46 -0.66
H 2.54 0.59 0.59
H -0.06 2.09 0.49
H -2.30 1.34 -0.44
H -2.28 -1.39 -0.19
H 0.16 -2.01 0.23

57
Properties=species:S:1:pos:R:3 method="wB97M-V/def2-TZVPD" relative_energy_kcal_mol=40.2 homo_lumo_gap_ev=5.6757 charge=+1 e_tot_ev=-34023.276
C 4.76 -3.70 -1.21
C 3.70 -2.77 -1.11
C 2.41 -3.27 -1.01
C 2.16 -4.66 -1.02
C 3.21 -5.58 -1.13
C 4.51 -5.08 -1.22
C 0.74 -4.83 -0.96
C 0.14 -3.53 -0.91
C -1.23 -3.39 -1.02
C -2.02 -4.56 -1.06
C -1.44 -5.84 -1.06
C -0.04 -5.99 -1.03
N 1.18 -2.58 -0.94
C 1.06 -1.20 -0.88
C -0.01 -0.49 -0.42
H 5.78 -3.33 -1.28
H 3.87 -1.69 -1.10
H 2.98 -6.64 -1.15
H 5.35 -5.77 -1.30
H -1.66 -2.40 -1.09
H -3.10 -4.48 -1.10
H -2.07 -6.73 -1.10
H 0.45 -6.97 -1.04
H 2.01 -0.72 -1.19
H 0.11 0.51 0.07
H -1.01 -0.90 -0.28
C -6.45 4.15 0.30
O -5.57 3.95 -0.84
C -4.30 3.49 -0.64
C -3.50 3.29 -1.79
C -2.24 2.72 -1.68
C -1.71 2.30 -0.44
C -0.29 1.83 -0.37
C 0.63 2.52 0.59
C 1.99 2.15 0.48
C 2.89 2.44 1.50
C 2.48 3.16 2.63
C 3.45 3.37 3.74
C 1.18 3.66 2.66
C 0.27 3.39 1.63
C -2.50 2.54 0.69
C -3.76 3.14 0.61
H -7.42 4.40 -0.13
H -6.54 3.23 0.91
H -6.10 4.98 0.94
H -3.92 3.57 -2.75
H -1.61 2.70 -2.58
H 0.11 1.88 -1.38
H 2.33 1.60 -0.40
H 3.91 2.06 1.43
H 2.95 3.65 4.67
H 4.04 2.47 3.93
H 4.16 4.16 3.50
H 0.85 4.25 3.51
H -0.71 3.88 1.63
H -2.09 2.37 1.68
H -4.34 3.32 1.52

110
Properties=species:S:1:pos:R:3 method="wB97M-V/def2-TZVPD" spin_multiplicity=2 relative_energy_kcal_mol=14.6 homo_lumo_gap_ev="7.8546 / 3.1883" charge=+2 e_tot_ev=-147330.225
Cd 0.49 -0.09 1.01
C -1.39 1.53 4.82
C -1.26 1.54 3.39
N -0.42 0.64 3.02
N 0.04 -0.04 4.17
C -0.51 0.47 5.23
B 0.93 -1.42 4.04
N 0.02 -2.35 3.24
C -0.79 -3.37 3.63
C -1.40 -3.90 2.52
C -0.92 -3.13 1.46
N -0.09 -2.20 1.89
N 2.26 -1.12 3.34
C 3.46 -1.57 3.75
C 4.40 -1.26 2.80
C 3.68 -0.61 1.80
N 2.39 -0.53 2.13
N 1.23 -1.88 5.44
C 1.27 -3.10 6.04
C 1.79 -2.94 7.30
C 2.05 -1.56 7.39
N 1.73 -0.93 6.28
H -2.00 2.16 5.45
H -1.76 2.18 2.68
H -0.28 0.11 6.21
H -0.89 -3.64 4.66
H -2.08 -4.73 2.49
H -1.16 -3.19 0.41
H 3.57 -2.07 4.70
H 5.45 -1.47 2.82
H 4.02 -0.20 0.87
H 1.00 -4.01 5.52
H 1.97 -3.70 8.03
H 2.46 -1.01 8.22
C -8.54 3.00 -2.12
C -7.20 2.81 -2.77
C -6.20 3.77 -2.65
C -4.96 3.59 -3.27
C -4.73 2.44 -4.01
C -5.72 1.47 -4.14
C -6.94 1.65 -3.51
S -3.22 2.27 -4.89
O -3.51 2.10 -6.28
O -2.33 3.29 -4.42
N -2.65 0.80 -4.40
C -1.78 0.77 -3.24
C -1.78 -0.62 -2.60
C -0.95 -0.57 -1.35
O 0.17 -1.23 -1.25
O -1.28 0.15 -0.40
H -8.62 3.98 -1.66
H -8.71 2.25 -1.35
H -9.34 2.90 -2.85
H -6.39 4.67 -2.09
H -4.20 4.35 -3.20
H -5.53 0.59 -4.73
H -7.71 0.90 -3.62
H -2.37 0.25 -5.21
H -2.14 1.50 -2.52
H -0.75 1.06 -3.50
H -1.39 -1.37 -3.29
H -2.81 -0.90 -2.34
C 0.94 -1.00 -7.20
C 0.84 -0.71 -5.71
C 2.18 -0.83 -5.00
C 2.08 -0.64 -3.48
Ge 1.24 -2.12 -2.55
C 2.34 -3.23 -1.41
C 2.61 -4.60 -2.06
C 3.62 -5.44 -1.28
C 5.04 -4.87 -1.32
H -0.02 -0.86 -7.70
H 1.27 -2.02 -7.38
H 1.66 -0.33 -7.68
H 0.11 -1.39 -5.26
H 0.46 0.30 -5.56
H 2.86 -0.08 -5.40
H 2.65 -1.80 -5.24
H 1.49 0.26 -3.26
H 3.06 -0.50 -3.03
H 0.23 -2.94 -3.35
H 1.84 -3.36 -0.45
H 3.28 -2.70 -1.22
H 2.98 -4.46 -3.08
H 1.67 -5.14 -2.15
H 3.62 -6.45 -1.68
H 3.28 -5.52 -0.24
H 5.38 -4.76 -2.35
H 5.74 -5.54 -0.82
H 5.11 -3.90 -0.83
C -0.14 4.87 5.24
C 0.46 4.19 4.04
C 1.54 3.33 4.17
C 2.17 2.80 3.05
C 1.69 3.11 1.79
C 0.57 3.93 1.64
C -0.03 4.47 2.76
S 2.55 2.39 0.41
C 2.71 3.78 -0.69
O 1.55 1.47 -0.29
H 0.27 4.48 6.17
H -1.23 4.77 5.26
H 0.06 5.94 5.20
H 1.93 3.11 5.15
H 3.03 2.15 3.16
H 0.18 4.16 0.65
H -0.87 5.14 2.65
H 1.74 4.20 -0.92
H 3.19 3.40 -1.59
H 3.36 4.51 -0.21

60
Properties=species:S:1:pos:R:3 method="wB97M-V/def2-TZVPD" smiles="CCOC(=O)C1CCN(C(=O)COc2ccc(S(=O)(=O)N3CCCC3)cc2C)CC1" relative_energy_kcal_mol=4.8 homo_lumo_gap_ev=9.6031 e_tot_ev=-48364.973
C 3.40 1.75 0.97
C 2.51 2.54 1.92
O 1.12 2.40 1.62
C 0.63 3.12 0.61
O 1.30 3.83 -0.10
C -0.88 2.99 0.47
C -1.51 2.08 1.52
C -3.02 1.98 1.28
N -3.30 1.53 -0.07
C -3.98 0.43 -0.44
O -4.29 0.22 -1.60
C -4.37 -0.58 0.65
O -3.33 -0.92 1.55
C -2.13 -1.32 1.04
C -1.90 -1.61 -0.30
C -0.63 -1.91 -0.74
C 0.42 -1.92 0.16
S 2.08 -2.25 -0.39
O 2.98 -1.47 0.43
O 2.31 -3.66 -0.45
N 2.00 -1.67 -1.98
C 2.18 -0.24 -2.06
C 3.68 -0.05 -2.29
C 4.03 -1.23 -3.21
C 2.94 -2.28 -2.91
C 0.19 -1.68 1.51
C -1.08 -1.39 1.97
C -1.35 -1.16 3.42
C -2.75 2.40 -1.09
C -1.23 2.46 -0.93
H 4.44 1.87 1.28
H 3.15 0.69 0.98
H 3.29 2.13 -0.04
H 2.77 3.60 1.87
H 2.61 2.18 2.94
H -1.28 4.00 0.56
H -1.06 1.09 1.45
H -1.33 2.47 2.52
H -3.47 2.97 1.40
H -3.47 1.30 2.01
H -4.75 -1.47 0.13
H -5.17 -0.18 1.27
H -2.71 -1.59 -1.02
H -0.43 -2.13 -1.78
H 1.82 0.23 -1.14
H 1.60 0.14 -2.91
H 3.93 0.91 -2.72
H 4.20 -0.16 -1.33
H 5.03 -1.61 -3.01
H 3.98 -0.92 -4.25
H 3.34 -3.19 -2.45
H 2.40 -2.56 -3.81
H 1.04 -1.71 2.18
H -1.83 -0.19 3.57
H -2.03 -1.92 3.80
H -0.43 -1.19 4.00
H -3.18 3.40 -0.98
H -3.03 1.99 -2.06
H -0.81 1.46 -1.06
H -0.80 3.12 -1.69

6
Properties=species:S:1:pos:R:3 method="wB97M-V/def2-TZVPD" relative_energy_kcal_mol=69.4 homo_lumo_gap_ev=8.0545 e_tot_ev=-24821.405
N -0.60 -0.56 0.06
N -1.21 0.53 0.10
P 0.00 -1.87 0.42
Cl 2.39 0.47 -0.18
H -1.74 0.66 -0.74
H 1.17 0.77 0.33

Repeat the ninth record exactly.
57
Properties=species:S:1:pos:R:3 method="wB97M-V/def2-TZVPD" relative_energy_kcal_mol=40.2 homo_lumo_gap_ev=5.6757 charge=+1 e_tot_ev=-34023.276
C 4.76 -3.70 -1.21
C 3.70 -2.77 -1.11
C 2.41 -3.27 -1.01
C 2.16 -4.66 -1.02
C 3.21 -5.58 -1.13
C 4.51 -5.08 -1.22
C 0.74 -4.83 -0.96
C 0.14 -3.53 -0.91
C -1.23 -3.39 -1.02
C -2.02 -4.56 -1.06
C -1.44 -5.84 -1.06
C -0.04 -5.99 -1.03
N 1.18 -2.58 -0.94
C 1.06 -1.20 -0.88
C -0.01 -0.49 -0.42
H 5.78 -3.33 -1.28
H 3.87 -1.69 -1.10
H 2.98 -6.64 -1.15
H 5.35 -5.77 -1.30
H -1.66 -2.40 -1.09
H -3.10 -4.48 -1.10
H -2.07 -6.73 -1.10
H 0.45 -6.97 -1.04
H 2.01 -0.72 -1.19
H 0.11 0.51 0.07
H -1.01 -0.90 -0.28
C -6.45 4.15 0.30
O -5.57 3.95 -0.84
C -4.30 3.49 -0.64
C -3.50 3.29 -1.79
C -2.24 2.72 -1.68
C -1.71 2.30 -0.44
C -0.29 1.83 -0.37
C 0.63 2.52 0.59
C 1.99 2.15 0.48
C 2.89 2.44 1.50
C 2.48 3.16 2.63
C 3.45 3.37 3.74
C 1.18 3.66 2.66
C 0.27 3.39 1.63
C -2.50 2.54 0.69
C -3.76 3.14 0.61
H -7.42 4.40 -0.13
H -6.54 3.23 0.91
H -6.10 4.98 0.94
H -3.92 3.57 -2.75
H -1.61 2.70 -2.58
H 0.11 1.88 -1.38
H 2.33 1.60 -0.40
H 3.91 2.06 1.43
H 2.95 3.65 4.67
H 4.04 2.47 3.93
H 4.16 4.16 3.50
H 0.85 4.25 3.51
H -0.71 3.88 1.63
H -2.09 2.37 1.68
H -4.34 3.32 1.52